1.
DFT (wB97M-V/def2-TZVPD) results for 2 unconnected molecules or ions with the total composition C6H8BrClF3O3S at a distorted geometry.

Geometry as XYZ:
```
23
Properties=species:S:1:pos:R:3:forces:R:3
O -3.6947 -1.0831 2.3800 2.8240 -5.1968 -0.8487
C -3.0371 -2.1532 2.2634 -2.0975 4.3206 0.8373
Cl -3.5343 -3.5306 1.1728 0.9604 1.7135 1.6412
C -1.6660 -2.1981 3.1427 -0.1669 -1.2235 0.0072
S -0.6604 -0.7286 2.5061 -0.1538 0.1636 0.0709
Br -0.2554 0.6109 4.2748 0.0410 -1.2451 -1.1395
H -1.1123 -3.1926 3.0347 -0.5274 1.5810 0.0924
H -1.8579 -1.9685 4.2548 -0.0091 -0.3712 -1.8590
H 0.5631 -1.2598 2.0431 -0.8519 0.3126 0.9946
C 0.8831 3.1877 -1.9438 0.1924 -0.1042 0.3185
C 0.5552 1.9722 -2.7880 -0.4607 0.9102 -0.3251
O 1.3742 0.8548 -2.4001 -0.0677 -1.3616 1.0084
C 0.9299 0.1273 -1.3600 -0.7655 1.8141 -1.1583
O -0.0886 0.3571 -0.7528 0.7648 -0.7438 0.2609
C 1.8680 -1.0463 -1.0894 1.6902 -1.2716 -0.4445
F 3.1667 -0.6972 -1.1529 -0.8543 0.1778 0.1290
F 1.6961 -2.0413 -1.9809 -0.3446 0.6786 0.3916
F 1.6795 -1.5922 0.1377 -0.3927 0.3845 -0.0420
H 1.9507 3.4155 -1.9974 -0.1130 0.0255 -0.1338
H 0.3183 4.0576 -2.2845 0.0346 -0.1136 -0.0127
H 0.6469 3.0105 -0.8915 -0.1110 0.0366 -0.1019
H 0.7817 2.1795 -3.8359 0.1992 -0.3134 0.1540
H -0.5068 1.7185 -2.7331 0.2097 -0.1735 0.1592
```
Forces are in eV/Å.

Values from the calculation:
charge	+1
orbital gap	0.288	Ha
energy	-4190.81120	Eh

2.
DFT (wB97M-V/def2-TZVPD) results for a molecular structure, C29H30Br2O7PReS2.

Geometry as XYZ:
```
72
Properties=species:S:1:pos:R:3:forces:R:3
Re 0.0566 -0.0971 0.2731 -0.3643 0.3538 0.0530
O -1.8796 -2.8277 -1.5275 -0.1149 -0.0123 -0.0481
S -1.2313 -3.1231 -0.2900 0.3069 -0.0603 0.0376
O -1.8312 -4.0639 0.6025 -0.0474 -0.0304 0.0105
O -0.9382 -1.8575 0.5089 -0.4290 0.3893 -0.0361
C 0.3839 -3.7596 -0.6779 0.1087 -0.1602 -0.1001
C 0.3732 -5.0633 -1.1726 0.0432 0.0929 0.0201
C 1.5582 -5.7103 -1.4646 0.0068 -0.0609 -0.0169
C 2.7774 -5.0793 -1.2457 0.0142 0.0094 0.0056
C 2.8050 -3.7888 -0.7555 -0.1043 -0.0184 -0.0060
C 1.6072 -3.1209 -0.4965 -0.2348 -0.0227 0.0150
S 1.8333 -1.4894 0.1892 0.6232 0.0450 0.2011
O 2.9232 -0.9159 -0.8556 0.0891 -0.0818 0.0211
O -0.0576 -0.5548 -1.7677 -0.0708 0.0656 -0.0659
O 2.5897 -1.6482 1.4117 0.0516 -0.0655 -0.1218
H -0.5755 -5.5662 -1.3043 -0.0045 -0.0024 -0.0007
H 1.5331 -6.7231 -1.8437 0.0048 0.0061 -0.0019
H 3.7044 -5.6001 -1.4441 0.0004 0.0015 0.0002
H 3.7417 -3.2890 -0.5480 0.0218 -0.0254 -0.0098
Br -0.4678 -0.0531 2.8847 0.0278 -0.1339 -0.0585
C -2.2768 -0.8171 2.9349 0.0345 0.0039 -0.0266
Br -3.4995 0.0784 1.7859 0.0022 0.0316 -0.0235
H -2.6003 -0.7178 3.9628 0.0360 -0.0086 0.0157
H -2.1569 -1.8418 2.6070 -0.0109 -0.0074 0.0013
C 2.5439 2.8593 -3.4570 0.0315 -0.0118 -0.0098
C 3.0320 1.4741 -3.1176 -0.0943 0.0196 0.0006
C 4.4214 1.2220 -3.2433 0.0295 -0.0334 0.0038
C 4.9510 -0.0847 -3.1723 0.0551 0.0106 -0.0153
C 4.1718 -1.1255 -2.8031 -0.0719 -0.0111 0.0378
C 2.7771 -0.8911 -2.3333 -0.0143 0.1554 -0.1129
C 2.2023 0.4391 -2.7719 0.0395 -0.1087 0.0870
P 0.4196 0.3477 -2.9103 0.1167 -0.3195 0.0000
C 0.1000 -0.4677 -4.4753 -0.0875 0.0180 -0.0025
C 1.1668 -0.6941 -5.3503 -0.0464 -0.0130 0.0229
C 0.9653 -1.3432 -6.5558 0.0437 0.0108 -0.0065
C -0.3103 -1.7663 -6.8908 -0.0019 -0.0172 -0.0324
C -1.3735 -1.5321 -6.0335 0.0061 0.0208 -0.0034
C -1.2044 -0.8801 -4.8164 0.0713 0.0209 -0.0070
C -2.3989 -0.6712 -3.9300 0.0132 -0.0023 0.0306
C -0.4303 1.9059 -2.8931 -0.0544 0.0487 -0.0568
C -0.7591 2.5325 -4.0997 -0.0115 -0.0383 0.0795
C -1.5009 3.6951 -4.0936 -0.0257 0.0325 -0.0083
C -1.9312 4.2227 -2.8796 -0.0058 0.0092 -0.0194
C -1.6121 3.5946 -1.6901 0.0607 -0.0271 0.0096
C -0.8483 2.4243 -1.6683 -0.0497 0.0326 -0.0060
C -0.4823 1.8278 -0.3361 0.0786 -0.1154 0.0907
H 3.3790 3.5570 -3.4857 0.0089 -0.0103 0.0033
H 1.8134 3.2216 -2.7364 0.0006 0.0198 -0.0135
H 2.0705 2.8741 -4.4406 -0.0062 0.0183 0.0057
H 5.0778 2.0455 -3.4919 -0.0114 0.0077 0.0000
H 5.9913 -0.2461 -3.4226 -0.0027 0.0059 -0.0011
H 4.5571 -2.1339 -2.7344 0.0132 0.0048 -0.0018
H 2.1210 -1.7194 -2.6111 0.0109 -0.0162 0.0187
H 2.1626 -0.3565 -5.0915 0.0103 -0.0089 -0.0032
H 1.7962 -1.5140 -7.2267 0.0013 0.0036 0.0049
H -0.4808 -2.2763 -7.8301 -0.0097 -0.0009 0.0051
H -2.3668 -1.8598 -6.3136 -0.0035 0.0031 0.0071
H -3.3162 -0.7592 -4.5097 0.0040 -0.0017 -0.0047
H -2.3959 0.3081 -3.4527 -0.0116 0.0274 -0.0042
H -2.4164 -1.4192 -3.1393 0.0065 -0.0270 0.0492
H -0.4449 2.0899 -5.0374 -0.0044 0.0123 -0.0072
H -1.7590 4.1824 -5.0238 0.0038 0.0004 -0.0002
H -2.5234 5.1282 -2.8634 -0.0013 -0.0005 -0.0104
H -1.9535 4.0162 -0.7520 0.0009 -0.0010 0.0027
H -1.4333 1.5713 0.2177 -0.0273 -0.0736 -0.0612
H -0.0350 2.6315 0.2573 -0.0466 -0.0047 0.0628
C 2.6518 1.9224 0.5264 0.1322 0.0736 -0.0034
O 1.6223 1.2006 1.2365 -0.0645 -0.0149 0.0060
H 3.4031 2.2535 1.2415 -0.0319 0.0027 0.0186
H 2.2299 2.7764 -0.0045 -0.0538 -0.0261 -0.0125
H 3.0964 1.2293 -0.1759 -0.0069 -0.0024 0.0297
H 1.2402 1.7926 1.8968 0.0164 0.0184 -0.0378
```
Forces are in eV/Å.

Values from the calculation:
spin multiplicity	2
charge	+1
orbital gap (spin up / spin down)	0.293 / 0.235	Ha
energy	-8013.49866	Eh
energy relative to the best compared isomer or geometry (same formula, charge and spin)	53.24	kcal per mole

3.
DFT (wB97M-V/def2-TZVPD) results for C9H19NO4S in the gas phase at a distorted geometry.

Geometry as XYZ:
```
34
Properties=species:S:1:pos:R:3:forces:R:3
C 1.5848 -3.0267 -1.3330 -0.6287 0.4004 0.1612
C 0.3482 -2.4412 -0.5671 0.2136 -0.9921 -0.3905
N 0.7243 -1.6962 0.6282 0.3975 0.3302 -0.0723
C 1.1328 -0.3441 0.3469 -1.1045 1.0197 -0.6577
C -0.0411 0.6211 -0.0687 0.4250 0.7640 0.3126
C -1.1205 0.7553 1.0407 -0.0254 0.6799 -0.1220
C -2.5238 1.1759 0.5210 -0.0124 -0.9211 0.5048
C -3.1463 0.2117 -0.5198 -0.9761 0.8895 0.3639
O -2.7025 0.4507 -1.8607 0.0948 -0.2257 0.4586
C 0.4918 2.0662 -0.4191 0.7353 -0.4699 -0.2670
C 1.9197 2.3339 0.1533 -0.6396 -0.0927 -0.9845
O 2.0487 1.9838 1.5417 -0.4547 -1.4666 -0.0006
S 2.0318 0.3599 1.7802 2.3091 -2.3975 3.5442
O 1.3634 0.1149 3.0729 0.0307 1.0295 -2.6708
O 3.3789 -0.2517 1.7838 -2.0733 1.9046 -1.0623
H 1.4272 -2.9317 -2.4190 0.1346 -0.0702 0.3480
H 2.4801 -2.4490 -1.0531 -0.1836 -0.4700 -0.1155
H 1.6949 -4.0968 -1.1001 0.2751 0.5072 0.0201
H -0.2723 -3.2880 -0.2259 0.1576 0.4224 -0.1548
H -0.2646 -1.8771 -1.2984 0.1056 0.0437 0.4244
H 0.0352 -1.7467 1.3633 -0.0351 0.0751 -0.0106
H 1.8489 -0.3720 -0.4936 -0.0270 0.0484 0.5467
H -0.4278 0.2219 -1.0169 -0.1215 -0.0503 0.5776
H -0.7741 1.5661 1.7135 -0.1021 -0.4843 -0.1529
H -1.1982 -0.1321 1.6960 -0.0681 0.2244 -0.5254
H -3.1974 1.1418 1.4019 0.2590 0.0617 -0.3706
H -2.5616 2.2260 0.1802 0.1619 -0.5329 -0.1893
H -3.0578 -0.8521 -0.2251 0.2918 0.4556 -0.1055
H -4.2346 0.4218 -0.5274 0.4323 -0.1538 -0.0060
H -2.1603 -0.3007 -2.0925 0.1741 -0.1295 -0.3762
H -0.2296 2.8453 -0.1241 0.3198 -0.3691 0.1391
H 0.6055 2.1741 -1.5166 -0.0811 -0.0814 0.4525
H 2.6593 1.7288 -0.4061 -0.2071 0.5536 0.0858
H 2.1370 3.4071 0.0436 0.2224 -0.5025 0.2951
```
Forces are in eV/Å.

Values from the calculation:
charge	0
orbital gap	0.365	Ha
energy	-1108.16969	Eh
energy relative to the best compared isomer or geometry (same formula, charge and spin)	0.00	kcal per mole
structure (SMILES)	CCN[C@H]1[C@@H](CCCO)CCOS1(=O)=O

4.
DFT (wB97M-V/def2-TZVPD) results for a molecular structure, C7H12OS2 at a distorted geometry.

Geometry as XYZ:
```
22
Properties=species:S:1:pos:R:3:forces:R:3
C -0.3921 -2.4267 -0.5232 -1.2513 0.5303 0.3029
C 0.0225 1.9974 0.7677 2.9348 -2.8351 2.2619
C 0.0904 -1.4291 0.2532 -1.5955 -2.7465 -0.8608
C -0.8576 1.0595 0.6228 0.3518 -2.0367 1.0156
C 0.3273 -2.9357 -1.7252 -3.9535 1.1113 -3.2641
C 0.2016 3.3930 0.4608 1.0311 0.6811 -3.7929
C -0.4310 -0.7635 1.4348 -1.8997 3.3924 -1.6279
O 0.1628 -0.1753 4.0135 -1.6770 0.4794 1.0965
S -2.0392 -1.3021 2.0516 0.2844 -0.3148 0.2823
S 0.8604 -0.4497 2.5798 0.4007 -0.6754 -0.4178
H -1.4016 -2.8768 -0.4897 0.4749 0.5310 0.7228
H 0.8884 1.4376 1.3024 -0.5949 1.6045 -0.5315
H 1.0382 -1.1927 -0.0741 2.2610 1.1625 -0.2459
H -1.7839 1.1707 0.1360 -1.3682 -0.4801 -0.4565
H -0.1467 -3.8609 -2.1811 0.5862 0.9606 0.8708
H 1.2941 -3.1012 -1.5399 3.8828 -0.7240 0.5675
H 0.2550 -2.1630 -2.6107 0.2066 -1.2500 1.6253
H 0.4315 4.0609 1.2327 1.0510 0.4740 1.4829
H -0.7040 3.8041 0.1077 -1.2761 0.4375 -0.8268
H 0.9665 3.5251 -0.4518 -1.3994 -0.2016 2.1530
H -0.7017 0.3180 4.0428 1.3355 -0.3453 -0.5477
H -2.4832 -1.8491 0.9019 0.2144 0.2449 0.1902
```
Forces are in eV/Å.

Values from the calculation:
charge	0
orbital gap	0.317	Ha
energy	-1145.34546	Eh
energy relative to the best compared isomer or geometry (same formula, charge and spin)	108.30	kcal per mole